{
  "formula": "C4H5NO",
  "method": "ωB97M-V/def2-TZVPD",
  "elements": ["C", "C", "C", "C", "N", "O", "H", "H", "H", "H", "H"],
  "positions_angstrom": [[0.36382, -0.92032, 0.08844], [-0.48462, 1.04835, -0.27102], [1.36977, -1.63420, 0.50449], [-0.38105, 2.33371, -0.11053], [-0.99954, -1.08641, -0.15176], [-1.50778, 0.17022, -0.53881], [1.26179, -2.68280, 0.77441], [2.34731, -1.20179, 0.61625], [-1.24998, 2.98053, -0.13625], [0.57717, 2.79806, 0.03547], [-1.29689, -1.80536, -0.81068]],
  "forces_ev_per_a": [[-1.62, 4.10, -0.78], [1.90, -4.51, 0.68], [0.21, -0.49, 0.21], [-0.37, 0.42, -0.04], [-0.20, -0.35, 0.38], [-0.11, 0.24, -0.17], [-0.11, 0.10, -0.03], [0.14, 0.15, -0.09], [-0.12, -0.06, -0.02], [0.20, -0.09, 0.01], [0.08, 0.49, -0.15]],
  "lowdin_charge": [-0.14, -0.13, -0.01, 0.01, -0.02, -0.08, 0.06, 0.05, 0.07, 0.06, 0.14],
  "de_lowest_ev": 6.4672,
  "energy_ha": -285.1769,
  "orbital_gap_ev": 8.8153
}



{
  "formula": "C4H8O2",
  "method": "ωB97M-V/def2-TZVPD",
  "elements": ["C", "C", "C", "O", "C", "O", "H", "H", "H", "H", "H", "H", "H", "H"],
  "positions_angstrom": [[-1.34224, -0.80069, 0.96694], [-0.25002, 0.24534, -1.39692], [0.46009, 0.93703, -0.51013], [-0.26461, 0.03843, 1.40588], [1.87071, 0.52960, -0.29400], [2.28192, -0.38326, 0.39145], [-2.14588, -0.18921, 0.52626], [-1.70809, -1.26222, 1.87569], [-1.12111, -1.59381, 0.22607], [-1.15270, 0.65174, -1.82918], [0.10574, -0.72171, -1.74237], [0.17511, 1.92330, -0.15336], [0.57872, -0.44850, 1.39936], [2.55901, 1.12076, -0.92622]],
  "forces_ev_per_a": [[-0.05, 0.01, 0.47], [0.32, 0.36, -0.48], [0.12, 0.18, -1.05], [-0.36, -0.65, 0.47], [0.23, -0.23, 0.10], [-0.36, 0.38, -0.25], [0.44, 0.01, 0.26], [-0.44, -0.36, 0.01], [0.39, 0.50, 0.41], [-0.17, -0.18, 0.11], [-0.07, 0.17, -0.13], [0.04, -0.09, -0.18], [-0.34, -0.11, 0.02], [0.26, 0.01, 0.24]],
  "lowdin_charge": [-0.14, -0.03, -0.19, -0.16, -0.24, 0.05, 0.09, 0.07, 0.09, 0.07, 0.08, 0.12, 0.06, 0.13],
  "de_lowest_ev": 3.0338,
  "energy_ha": -307.6009,
  "orbital_gap_ev": 10.1348,
  "smiles": "C=CC=O.CO"
}



{
  "formula": "C5H8FO4Sr",
  "method": "ωB97M-V/def2-TZVPD",
  "elements": ["C", "O", "C", "H", "H", "H", "H", "H", "C", "O", "C", "C", "O", "O", "F", "H", "H", "H", "Sr"],
  "positions_angstrom": [[-0.59841, 1.74702, -0.16717], [-0.65626, 1.44179, 1.22778], [0.68221, 2.49896, -0.43993], [-0.64033, 0.79364, -0.71275], [-1.47971, 2.33892, -0.45801], [0.72648, 2.76189, -1.50487], [0.73078, 3.42571, 0.14764], [1.55774, 1.88331, -0.19569], [-1.03763, -0.14625, 3.14259], [-2.04584, -0.11356, 2.09407], [-2.05743, 1.28476, 1.75557], [-1.98316, 1.90229, 3.15769], [-1.29113, 0.88931, 3.91415], [-0.79587, -1.26007, 3.59372], [-2.49705, -5.59299, 2.49618], [-2.93243, 1.46186, 1.12020], [-1.38186, 2.81678, 3.14140], [-2.96557, 2.08224, 3.60447], [-1.95731, -3.73254, 3.10190]],
  "forces_ev_per_a": [[-0.02, -0.18, -0.44], [-3.13, 0.81, 0.55], [0.17, 0.09, -0.17], [0.06, 0.24, -0.11], [0.27, -0.05, 0.09], [0.06, -0.07, 0.25], [-0.06, -0.26, -0.15], [-0.22, 0.16, -0.07], [-6.30, -2.88, 1.38], [2.05, 0.43, 0.24], [3.06, -1.29, 0.47], [-0.21, 0.79, -0.63], [1.70, 0.82, -0.49], [1.59, 0.87, -1.11], [-0.14, -0.48, -0.18], [0.66, 0.38, -0.08], [-0.20, -0.24, 0.12], [0.24, -0.19, 0.08], [0.42, 1.04, 0.25]],
  "lowdin_charge": [-0.26, -0.11, -0.07, 0.13, 0.12, 0.09, 0.09, 0.09, -0.44, 0.03, -0.20, -0.02, 0.11, 0.01, -0.81, 0.18, 0.15, 0.15, 1.78],
  "energy_ha": -626.6555,
  "orbital_gap_ev": 9.2616,
  "charge": 1
}



Respective E_LUMO values: 0.2, 0.9, -4.5 eV.